Formula: C24H72N14O13
Source: the OMol25 dataset
Level of theory: ωB97M-V/def2-TZVPD

For the highest occupied orbital energy (alpha / beta), the calculation gives -10.87 / -10.87 eV. The calculation puts the LUMO energy (alpha / beta) at -2.86 / -8.42 eV. The electronic energy comes out at -73524.036 eV. As for the max |F|: 7.688 eV/Å. The gap between HOMO and LUMO (alpha / beta) comes out at 8.01 / 2.45 eV. Its total charge is +1. Its spin multiplicity is 2.

Cartesian coordinates (Å):
C 26.61097 -20.70553 -12.74777
O 26.84507 -21.61925 -13.50231
N 26.54560 -19.48206 -13.15242
N 26.21642 -20.90819 -11.52040
H 26.16393 -18.82909 -12.48305
H 26.50750 -19.30450 -14.14596
H 26.26067 -21.87178 -11.22100
H 26.16088 -20.10957 -10.90459
C 23.19774 -24.45998 -18.77887
O 22.10668 -24.32964 -19.37560
N 23.40578 -24.30661 -17.52129
N 24.26596 -24.67764 -19.41747
H 24.36398 -24.24224 -17.20854
H 22.60160 -24.46778 -16.93188
H 25.11222 -24.20693 -19.13047
H 24.07081 -24.72759 -20.40718
C 17.97922 -22.17055 -12.65519
O 18.08703 -23.32223 -12.71619
N 18.82159 -21.29610 -13.07399
N 16.90338 -21.54365 -12.35046
H 18.47615 -20.35186 -12.97822
H 19.80184 -21.49902 -13.20833
H 16.78578 -20.54052 -12.35272
H 16.08622 -22.10636 -12.16149
C 20.02542 -24.46447 -15.63268
O 20.98776 -25.13173 -15.89768
N 18.95792 -24.93991 -14.98835
N 20.03415 -23.19662 -15.68501
H 18.91453 -25.94663 -14.91960
H 18.34849 -24.47291 -14.33215
H 20.75374 -22.73660 -16.22416
H 19.24127 -22.68114 -15.33046
C 22.61744 -26.88829 -13.19105
O 22.79385 -27.73970 -12.32879
N 22.67930 -27.03807 -14.47153
N 21.89231 -25.77359 -12.87481
H 22.34684 -26.35077 -15.13274
H 22.96950 -27.95207 -14.78853
H 21.74362 -25.59881 -11.89123
H 21.61594 -25.06768 -13.54220
C 21.44847 -19.77852 -10.58628
O 21.14196 -18.74323 -9.99505
N 21.57844 -19.85555 -11.85169
N 21.78817 -20.84378 -10.01530
H 21.91070 -20.75548 -12.16767
H 21.21138 -19.17272 -12.49908
H 21.69545 -20.81001 -9.01013
H 22.09604 -21.69314 -10.46685
C 25.12631 -25.00847 -10.63885
C 24.22189 -24.16303 -9.72323
O 22.88593 -24.45020 -10.04870
H 25.12951 -24.67062 -11.67517
H 24.86910 -26.05909 -10.77350
H 26.12624 -25.01294 -10.20501
H 24.43730 -23.09541 -9.76662
H 24.47100 -24.70630 -8.81169
H 22.28288 -24.21422 -9.34000
C 26.30028 -26.05619 -15.02831
C 26.26457 -24.53441 -15.02957
O 26.29990 -24.23485 -16.41924
H 26.12117 -26.37252 -14.00072
H 27.22304 -26.52938 -15.36402
H 25.48588 -26.37325 -15.67971
H 27.06310 -24.00907 -14.50568
H 25.35544 -24.15358 -14.56423
H 27.24894 -24.20815 -16.56139
C 22.84012 -21.30839 -14.73712
C 23.10469 -22.55851 -13.97448
O 22.49402 -22.42528 -12.68266
H 23.39204 -20.49217 -14.27100
H 21.77090 -21.19625 -14.91686
H 23.38942 -21.37613 -15.67615
H 24.14524 -22.69047 -13.67792
H 22.84616 -23.48493 -14.48733
H 22.70839 -23.21799 -12.18543
C 20.34918 -16.73884 -14.13501
O 20.61043 -18.17075 -14.08819
C 19.56978 -18.89764 -14.85011
C 19.80401 -18.77008 -16.36516
N 21.03620 -19.41606 -16.86404
C 21.46529 -19.03084 -18.18819
C 22.90751 -19.36518 -18.57807
O 23.90356 -19.58565 -17.58148
C 25.05211 -20.13616 -18.00852
H 20.99932 -16.18499 -13.45776
H 19.33073 -16.56976 -13.78532
H 20.38007 -16.26271 -15.11503
H 18.53072 -18.66908 -14.61303
H 19.76041 -19.94921 -14.63576
H 19.74843 -17.71942 -16.65000
H 18.93819 -19.26029 -16.81029
H 21.78218 -19.09829 -16.26185
H 21.34504 -17.94794 -18.21916
H 20.74385 -19.49660 -18.85952
H 23.28303 -18.65588 -19.31562
H 22.84398 -20.25846 -19.19946
H 25.45042 -19.62418 -18.88449
H 24.90752 -21.20326 -18.17736
H 25.90243 -20.12319 -17.32670
C 28.58796 -16.34526 -10.91879
O 27.26955 -15.90249 -10.89937
C 26.49786 -16.85400 -10.18183
C 25.01444 -16.81829 -10.66766
N 24.89879 -17.30120 -12.00766
C 23.62788 -16.93929 -12.58944
C 23.89564 -17.35767 -14.07174
O 24.64682 -16.41000 -14.79307
C 24.82734 -16.56643 -16.18180
H 29.05699 -16.26521 -9.93812
H 29.05699 -15.56339 -11.51612
H 28.88574 -17.30883 -11.33225
H 26.47788 -16.51170 -9.14717
H 26.96573 -17.81966 -10.37344
H 24.51862 -15.85468 -10.55057
H 24.32590 -17.46016 -10.11810
H 25.58710 -16.78276 -12.53449
H 23.41036 -15.87184 -12.55283
H 22.74399 -17.46538 -12.22879
H 22.92892 -17.52631 -14.54622
H 24.25076 -18.37440 -14.23978
H 23.86401 -16.49319 -16.68652
H 25.28844 -17.51035 -16.47251
H 25.42272 -15.68684 -16.42660



Formula: C9H14
Source: the OMol25 dataset
Level of theory: ωB97M-V/def2-TZVPD

For the highest occupied orbital energy, the calculation gives -8.92 eV. The calculation puts the LUMO energy at 0.98 eV. The electronic energy comes out at -9559.188 eV. Its SMILES is Cc1ccccc1.CC. As for the max |F|: 2.569 eV/Å. The gap between HOMO and LUMO comes out at 9.91 eV.

Cartesian coordinates (Å):
C 2.78323 0.11884 -1.02067
C 1.56576 -0.42006 -0.32844
C 0.40833 -0.79453 -0.95668
C -0.74477 -1.21289 -0.27857
C -0.73996 -1.09703 1.09675
C 0.48125 -0.99322 1.81306
C 1.53892 -0.52784 1.07875
H 3.47096 -0.74130 -0.93273
H 3.08079 1.08095 -0.59055
H 2.68230 0.18311 -2.10222
H 0.34607 -0.65926 -2.05143
H -1.60669 -1.16975 -0.92221
H -1.68062 -1.18493 1.63330
H 0.45596 -1.05096 2.87971
H 2.47443 -0.25752 1.56365
C -1.73868 2.42177 -0.60306
C -2.78833 1.30276 -0.32783
H -1.00394 2.01729 -1.28191
H -2.09759 3.41185 -0.90817
H -1.19394 2.53592 0.34792
H -3.75012 1.72370 -0.12223
H -2.99144 0.64223 -1.16145
H -2.40141 0.77011 0.52342



Formula: C26H74InN4NaO13S
Source: the OMol25 dataset
Level of theory: ωB97M-V/def2-TZVPD

For the highest occupied orbital energy, the calculation gives -13.21 eV. The calculation puts the LUMO energy at -11.44 eV. The electronic energy comes out at -81144.854 eV. As for the max |F|: 2.475 eV/Å. The gap between HOMO and LUMO comes out at 1.77 eV. Its total charge is +2.

Cartesian coordinates (Å):
In -3.50173 -2.75408 -2.29226
Na -3.54060 1.39677 -0.80249
S -1.53695 -0.68252 -0.15421
O -1.02670 -1.56098 -1.24080
O -3.01929 -0.73228 -0.26845
O -1.04942 -1.26491 1.11404
O -1.21165 0.74715 -0.33346
C -5.23626 -1.93991 4.33655
C -4.96499 -1.28713 2.98197
C -4.21123 0.06200 3.14302
O -5.00624 0.89276 3.88387
C -4.44607 2.18436 4.03114
N -4.22403 -2.18201 2.15782
H -4.32477 -1.85541 4.93660
H -5.49513 -2.98332 4.19248
H -6.03116 -1.41954 4.86173
H -5.91595 -1.03091 2.49371
H -4.04151 0.51605 2.13983
H -3.23932 -0.16723 3.61366
H -3.61647 2.13651 4.73924
H -5.20410 2.89180 4.34361
H -4.00903 2.54637 3.08182
H -3.85394 -1.70567 1.32369
H -3.37389 -2.55143 2.62580
C 0.70908 -3.48618 -6.65686
C 1.27024 -3.01333 -5.33560
C 2.18624 -1.81938 -5.49410
O 3.32239 -2.27985 -6.17320
C 4.37835 -1.36630 -6.22147
N 0.15686 -2.66748 -4.38813
H 1.52599 -3.62455 -7.36948
H 0.01145 -2.75044 -7.06857
H 0.18459 -4.44418 -6.65082
H 1.86720 -3.82782 -4.88810
H 2.46802 -1.39445 -4.51978
H 1.69617 -1.03297 -6.09811
H 5.06805 -1.69691 -6.99535
H 4.93509 -1.37487 -5.27339
H 4.05424 -0.34827 -6.46341
H -0.27937 -3.55691 -4.13268
H 0.59979 -2.38099 -3.50633
C -0.95226 3.62644 -4.45598
C -0.20873 2.32405 -4.27095
C 1.31041 2.51459 -3.84073
O 1.95661 3.22357 -4.82581
C 2.57972 2.46336 -5.81175
N -0.84285 1.60245 -3.20931
H -0.41039 4.28226 -5.14627
H -0.97173 4.21061 -3.53122
H -1.94345 3.50308 -4.88266
H -0.25541 1.66664 -5.14799
H 1.75615 1.53887 -3.61759
H 1.34429 3.13847 -2.94270
H 3.10486 3.14748 -6.46910
H 1.84619 1.89818 -6.40753
H 3.28842 1.75067 -5.37928
H -0.97906 2.14375 -2.35462
H -0.27955 0.77557 -2.96046
C 1.33802 2.26617 4.64197
C 0.49445 2.21051 3.38974
C 0.28287 3.61635 2.78319
O -0.43746 4.43682 3.63194
C 0.22712 5.54744 4.13200
N 1.22923 1.45926 2.38054
H 2.25891 2.81285 4.45754
H 1.54024 1.26714 5.02960
H 0.78249 2.78877 5.42625
H -0.49154 1.70409 3.51659
H -0.27682 3.49775 1.83820
H 1.25744 4.03793 2.52156
H -0.14800 6.49214 3.74560
H 1.31780 5.49028 4.01868
H 0.14352 5.56556 5.22811
H 0.61850 1.39080 1.55339
H 1.38512 0.46597 2.62633
C 0.19058 -4.44969 -0.39677
C -1.11565 -4.92471 0.22347
O -2.17833 -3.94433 0.10376
H 1.00006 -5.13422 -0.14249
H 0.47874 -3.47063 -0.01136
H 0.09294 -4.36675 -1.48151
H -0.94446 -5.01763 1.30243
H -1.40744 -5.86771 -0.22260
H -1.75573 -3.11903 0.38316
C 0.95277 5.19266 0.03150
C 0.97013 3.69920 -0.13039
O -0.29669 3.29169 -0.69899
H 0.03050 5.52434 0.49483
H 1.03215 5.64698 -0.95879
H 1.86101 5.51816 0.54191
H 1.21140 3.12935 0.76977
H 1.78831 3.43483 -0.82081
H -0.62882 2.44327 -0.36011
C -0.59012 -2.78955 5.64778
C -1.06830 -1.82435 4.54207
O -1.67225 -2.55053 3.45587
H 0.12809 -3.51450 5.27028
H -1.41745 -3.39663 6.02432
H -0.25996 -2.15099 6.47198
H -0.22290 -1.20852 4.21978
H -1.82518 -1.16631 5.00046
H -1.36969 -2.18843 2.59644
C 2.93930 -2.24248 3.75870
C 2.08908 -2.61490 2.58267
O 1.53558 -1.40141 2.04371
H 2.35228 -1.60278 4.42177
H 3.71218 -1.56249 3.38550
H 3.36129 -3.08810 4.28631
H 1.23001 -3.24810 2.86791
H 2.57787 -3.21345 1.80589
H 0.66500 -1.51231 1.61293
C 3.48845 -0.58806 -1.22308
C 2.10881 0.00100 -1.27693
O 1.31637 -0.68773 -2.25601
H 4.05648 -0.30107 -2.10908
H 3.38452 -1.66706 -1.14782
H 4.03587 -0.19830 -0.36465
H 2.13696 1.08920 -1.45993
H 1.64334 -0.10339 -0.28727
H 0.44381 -0.90598 -1.83744



Formula: C3H3O9Rb
Source: the OMol25 dataset
Level of theory: ωB97M-V/def2-TZVPD

For the highest occupied orbital energy, the calculation gives -1.18 eV. The calculation puts the LUMO energy at 3.94 eV. The electronic energy comes out at -22244.906 eV. As for the max |F|: 9.394 eV/Å. The gap between HOMO and LUMO comes out at 5.12 eV. Its total charge is -2.

Cartesian coordinates (Å):
Rb -0.03961 0.15588 -1.83929
O -1.41472 -2.10125 1.38955
C -1.48547 -0.81522 1.51786
O -1.57041 -0.11210 0.52189
O -1.56512 -0.29554 2.67733
H -1.39075 -1.86633 0.45904
O 0.17415 -2.58531 -0.87534
C 1.47063 -2.77918 -0.94286
O 1.89176 -3.91228 -1.12178
O 2.18920 -1.81141 -1.01795
H -0.04398 -3.51674 -0.95575
O 0.28220 4.85569 -0.32045
C 0.48183 3.59462 -0.08219
O 0.20956 3.18719 1.06523
O 0.77436 2.85106 -1.03462
H 0.03639 5.15093 0.55932



Formula: C4H5NS2
Source: the OMol25 dataset
Level of theory: ωB97M-V/def2-TZVPD

For the highest occupied orbital energy (alpha / beta), the calculation gives -8.06 / -8.06 eV. The calculation puts the LUMO energy (alpha / beta) at -2.85 / -2.85 eV. The electronic energy comes out at -27384.404 eV. As for the max |F|: 3.938 eV/Å. The gap between HOMO and LUMO (alpha / beta) comes out at 5.21 / 5.21 eV.

Cartesian coordinates (Å):
C -0.70906 1.56672 0.10176
C -0.63094 0.23253 -0.19235
C 1.51084 -0.27648 -0.99170
C 0.37444 -0.79526 -0.18141
N -0.97325 2.67817 0.22843
S -1.57358 -0.48540 2.80075
S -1.17566 -0.86244 -1.32137
H 2.26115 0.39945 -0.33651
H 1.15284 0.45016 -1.68509
H 2.06203 -1.15005 -1.27690
H 0.51929 -1.51710 0.55673
H -2.81809 -0.24030 2.29766



Q: Which value of electronic energy does entry 4 give?
A: -22244.906 eV



Q: Which formula does entry 3 have?
A: C26H74InN4NaO13S



Q: The highest max |F| belongs to which entry?
A: C3H3O9Rb



Q: Among the records above, which one has the highest max |F|?
A: C3H3O9Rb